This record from the Open Molecules 2025 dataset describes a structure of composition C20H28MnN5O4Se. The level of theory is ωB97M-V with the def2-TZVPD basis set.

The value obtained for the orbital gap (spin up / spin down) is 7.1 / 6.2 eV. Its expectation value of S² is 1.1869. The charge is +1. Its multiplicity is 2.

The geometry in XYZ format:
```
59
Properties=species:S:1:pos:R:3:forces:R:3:mulliken_spin:R:1
Mn -2.657955 -0.138230 2.401904 0.631 -1.622 1.797 0.098
N -3.630291 -1.589274 3.384453 -0.200 1.477 0.944 -0.004
C -3.816737 -0.932112 4.707613 -0.140 0.465 0.067 0.011
C -4.276984 0.503963 4.346022 0.294 0.032 0.418 -0.004
O -5.344693 0.894480 4.727345 -0.120 0.469 -0.113 -0.005
N -3.356361 1.230820 3.545388 -2.082 -1.128 -1.405 -0.076
C -3.902987 2.279399 2.678206 -0.056 0.365 0.134 0.001
C -3.611853 2.063829 1.187865 0.141 -0.146 0.180 -0.007
O -3.837239 2.887014 0.358711 0.029 0.025 -0.073 0.015
O -3.080706 0.845685 0.873813 0.009 1.051 1.285 0.022
H -4.539910 -1.734491 2.959667 -0.029 -0.324 -0.193 0.001
H -3.107210 -2.453841 3.406739 0.040 -0.184 -0.104 -0.002
H -2.878973 -0.924616 5.254324 0.129 0.019 -0.123 0.002
H -4.571085 -1.407223 5.328195 -0.170 -0.028 -0.178 0.000
H -3.466517 3.247509 2.919613 0.007 0.018 0.137 -0.003
H -4.984924 2.374351 2.791994 -0.026 -0.049 0.061 -0.001
N -3.397124 -2.345172 0.220842 0.195 0.626 0.587 0.018
C -3.121970 -1.503814 0.972765 0.470 -0.526 -0.303 -0.047
O -1.510835 -0.198699 3.472627 -0.260 -0.589 -2.441 0.066
C 4.334165 2.750150 -0.602608 -0.044 -0.078 0.072 0.000
C 3.607343 1.728102 0.267546 -0.012 0.183 -0.068 -0.002
C 2.238166 2.190655 0.761963 0.092 -0.131 -0.091 0.011
C 1.204912 2.408119 -0.336335 0.057 0.088 0.066 0.000
N 0.969680 1.208948 -1.151817 0.002 0.271 -0.043 0.035
C 0.373039 0.076225 -0.728034 -0.130 -0.072 -0.499 -0.056
Se -0.381903 -0.208182 0.947433 1.505 0.157 -0.597 0.752
N 0.348392 -0.798163 -1.757363 -0.148 -0.171 -0.097 0.048
C -0.217398 -2.154685 -1.739552 -0.007 -0.116 -0.014 0.001
C 0.856661 -3.219334 -1.927715 0.116 0.107 0.039 0.006
C 1.924981 -3.239579 -0.838091 -0.163 -0.100 0.112 -0.001
C 1.391216 -3.642684 0.534102 0.051 0.050 -0.077 -0.006
C 0.911323 -0.212709 -2.869958 0.040 0.333 0.311 0.038
C 1.079246 -0.669885 -4.182748 -0.159 -0.162 0.241 -0.012
C 1.669115 0.197200 -5.056851 0.145 0.217 -0.209 0.026
C 2.083274 1.492068 -4.664829 0.036 -0.117 -0.309 0.029
C 1.914019 1.954800 -3.391173 -0.066 0.078 0.305 -0.013
C 1.312505 1.076586 -2.482820 -0.087 -0.438 0.147 0.045
H 5.319113 2.386310 -0.884201 0.073 -0.026 -0.010 0.000
H 4.468567 3.689054 -0.067496 0.000 0.072 0.033 0.000
H 3.801612 2.965600 -1.527111 -0.043 0.018 -0.052 0.000
H 4.219229 1.520268 1.143702 0.044 -0.091 0.050 0.000
H 3.507852 0.781957 -0.271438 0.005 -0.069 -0.014 0.002
H 2.337793 3.133876 1.300062 -0.010 0.078 0.021 0.000
H 1.848356 1.466269 1.477039 -0.041 -0.004 0.070 0.004
H 1.538813 3.180226 -1.022609 -0.020 0.042 -0.070 0.001
H 0.250015 2.729688 0.072444 -0.074 -0.034 0.058 -0.004
H -0.964659 -2.202661 -2.529314 -0.036 0.017 -0.064 0.004
H -0.744949 -2.279261 -0.798849 -0.035 0.033 0.060 -0.002
H 1.338343 -3.081587 -2.895233 0.009 -0.039 -0.070 -0.001
H 0.350796 -4.184103 -1.966233 -0.069 -0.051 0.000 0.000
H 2.420197 -2.266087 -0.783537 0.046 0.050 0.005 0.001
H 2.689008 -3.955464 -1.136834 0.109 0.013 -0.040 0.000
H 0.645495 -2.942525 0.910331 -0.049 0.014 0.007 0.011
H 2.196266 -3.683687 1.264272 0.057 -0.010 0.054 0.002
H 0.930745 -4.628743 0.491869 -0.042 -0.067 -0.001 0.000
H 0.749071 -1.649141 -4.496545 -0.004 0.000 0.018 -0.002
H 1.817640 -0.110157 -6.082748 0.010 0.025 -0.007 0.001
H 2.538283 2.139411 -5.401669 -0.002 -0.017 -0.019 0.001
H 2.218013 2.953573 -3.115160 -0.015 -0.002 0.008 -0.002
```
Positions in Å, forces in eV/Å.

This record from the Open Molecules 2025 dataset describes an isolated molecule of C20H28N2O4. The level of theory is ωB97M-V with the def2-TZVPD basis set.

The value obtained for the orbital gap is 8.9 eV. Its multiplicity is 1. Its energy above the lowest of the compared OMol25 structures with the same formula, charge and spin is 48.3 kcal per mole.

The geometry in XYZ format:
```
54
Properties=species:S:1:pos:R:3:forces:R:3:lowdin_charge:R:1
C 8.404926 0.129004 -0.228924 -0.428 -0.130 0.085 -0.061
C 7.157924 -0.595115 0.255597 0.354 -0.133 0.071 -0.258
H 7.134274 -1.616583 -0.149211 -0.050 0.091 0.104 0.126
H 7.153738 -0.649636 1.353105 -0.057 -0.049 -0.121 0.128
O 6.039410 0.137162 -0.200229 -0.279 0.102 -0.096 -0.086
C 4.781170 -0.268625 0.157386 0.032 0.052 0.002 -0.185
C 4.531598 -1.431665 0.875642 0.179 0.063 -0.024 -0.015
C 3.244564 -1.830244 1.192642 -0.142 0.077 -0.011 -0.046
C 2.161264 -1.060795 0.806560 0.119 -0.069 -0.046 -0.215
C 2.401830 0.109477 0.103587 0.261 -0.009 0.017 0.048
C 3.684626 0.525877 -0.232953 -0.145 -0.025 0.065 -0.187
O 3.719244 1.685696 -0.948447 -0.163 -0.357 0.047 -0.067
C 4.922088 2.398549 -1.132453 0.339 0.343 -0.144 -0.074
H 4.626040 3.334984 -1.605632 0.041 -0.047 0.046 0.093
H 5.616681 1.864410 -1.783384 -0.068 0.091 0.071 0.090
H 5.412130 2.612917 -0.180254 -0.017 -0.005 -0.056 0.098
H 1.582632 0.742744 -0.200477 -0.092 0.102 -0.068 0.130
C 0.751478 -1.469496 1.139130 -0.051 0.017 0.240 -0.120
N -0.142723 -1.274713 0.018743 0.360 -0.257 0.008 0.067
C -1.241415 -0.498303 0.086998 -0.151 -0.047 -0.542 -0.454
O -1.598680 0.060868 1.102314 -0.107 0.211 0.340 0.071
C -1.999521 -0.393230 -1.241743 -0.129 0.169 0.130 -0.181
C -2.579518 -1.748913 -1.654580 -0.048 -0.077 -0.016 -0.031
C -3.959062 -1.758712 -0.998504 0.258 -0.195 -0.238 -0.451
O -4.648606 -2.734513 -0.800386 -0.134 -0.370 0.058 0.067
N -4.276572 -0.485085 -0.697444 0.083 0.142 0.037 -0.014
C -5.438820 -0.139281 0.084882 -0.250 -0.149 0.062 -0.248
H -6.003754 -1.072504 0.165267 0.080 0.162 -0.017 0.146
C -6.297428 0.961945 -0.565794 -0.121 -0.079 0.101 -0.129
H -7.126768 0.547027 -1.136044 0.032 -0.005 -0.115 0.112
C -6.760511 1.833101 0.599116 0.101 0.120 -0.093 -0.194
C -5.550924 1.838198 1.529375 -0.149 -0.082 0.124 -0.192
H -5.799446 2.164294 2.538045 0.057 0.093 0.035 0.105
C -5.069180 0.387755 1.491572 0.083 0.096 0.038 -0.120
H -4.000216 0.296848 1.679062 0.006 -0.073 0.031 0.097
H -5.591506 -0.198287 2.247239 -0.015 -0.037 0.031 0.115
H -4.784082 2.506792 1.134637 0.054 0.064 -0.009 0.107
H -7.053724 2.832397 0.279623 -0.104 0.017 0.017 0.106
H -7.610210 1.366646 1.099718 -0.081 0.007 0.038 0.112
H -5.682376 1.555405 -1.242655 0.022 0.048 -0.072 0.106
C -3.253111 0.469496 -1.060079 0.129 0.239 -0.121 -0.099
H -3.112841 1.206610 -0.267360 0.007 -0.026 -0.075 0.123
H -3.513302 0.982706 -1.994585 0.067 0.023 0.086 0.128
H -1.999161 -2.607500 -1.321079 -0.064 -0.013 -0.035 0.120
H -2.707255 -1.817321 -2.737035 -0.011 -0.033 0.009 0.130
H -1.322296 0.019916 -1.993442 -0.040 -0.004 0.042 0.148
H 0.140618 -1.667114 -0.865113 -0.123 0.071 -0.006 0.151
H 0.730078 -2.518826 1.453961 0.026 0.137 0.053 0.126
H 0.353382 -0.854652 1.953311 0.039 -0.171 -0.084 0.131
H 3.094751 -2.744725 1.746134 -0.030 -0.125 0.048 0.110
H 5.353776 -2.054799 1.188071 0.114 -0.024 -0.006 0.103
H 8.407934 0.179829 -1.314333 0.047 0.000 -0.105 0.078
H 8.424954 1.141421 0.165306 0.049 0.092 0.045 0.078
H 9.291900 -0.401425 0.105099 0.110 -0.037 0.021 0.076
```
Positions in Å, forces in eV/Å.

Number 1: F_max 2.8 eV Å⁻¹. Number 2: F_max 0.6 eV Å⁻¹.